158
Properties=species:S:1:pos:R:3:mulliken_charge:R:1 method="wB97M-V/def2-TZVPD" homo_lumo_gap_ev=10.10 energy_ev=-156991.378 smiles="CCOC(=O)C(F)(F)F.CCOC(=O)C(F)(F)F.CCOC(=O)C(F)(F)F.CCOC(=O)C(F)(F)F.CCOC(=O)C(F)(F)F.CCOC(=O)C(F)(F)F.CCOC(=O)C(F)(F)F.CCOC(=O)C(F)(F)F.COCCOCCOC.COCCOCCOC" lumo_energy_ev=0.350 spin_multiplicity=1 de_lowest_kcal_mol=64.8
C 4.083 -5.081 -0.085 -0.92
C 4.674 -4.032 -1.029 -0.37
O 3.898 -3.963 -2.219 -0.21
C 3.887 -4.873 -3.169 0.40
O 4.354 -5.968 -3.058 -0.56
C 3.082 -4.361 -4.382 1.03
F 2.379 -3.270 -4.100 -0.25
F 3.882 -4.060 -5.407 -0.31
F 2.243 -5.303 -4.773 -0.25
H 4.046 -6.085 -0.502 0.39
H 3.107 -4.789 0.301 0.05
H 4.745 -5.207 0.777 0.46
H 5.752 -4.159 -1.154 0.29
H 4.591 -2.999 -0.687 0.37
C 1.152 -8.136 -1.766 -1.48
C 0.762 -6.643 -1.851 0.34
O -0.511 -6.303 -1.312 -0.11
C -1.596 -6.792 -1.900 0.40
O -1.695 -7.670 -2.692 -0.54
C -2.871 -6.180 -1.230 0.80
F -3.970 -6.469 -1.948 -0.31
F -3.115 -6.659 -0.006 -0.30
F -2.803 -4.849 -1.199 -0.19
H 2.167 -8.242 -2.147 0.39
H 0.485 -8.815 -2.289 0.39
H 1.179 -8.365 -0.700 0.39
H 1.030 -6.100 -2.754 0.18
H 1.366 -6.215 -1.043 -0.06
C 0.830 1.694 -4.629 -0.63
C 0.605 2.910 -5.469 -0.50
O 0.326 4.039 -4.613 -0.22
C -0.451 5.004 -5.067 0.25
O -0.819 5.086 -6.205 -0.56
C -0.751 6.130 -4.077 1.02
F -2.026 5.960 -3.743 -0.22
F -0.008 6.065 -2.991 -0.22
F -0.583 7.260 -4.758 -0.26
H 1.769 1.807 -4.073 0.35
H 1.067 0.815 -5.231 0.45
H 0.060 1.473 -3.895 -0.16
H -0.271 2.752 -6.101 0.34
H 1.393 3.126 -6.189 0.39
C -3.731 -1.377 -2.825 -0.64
C -3.155 -0.569 -1.702 0.23
O -3.499 0.844 -1.615 -0.40
C -3.260 1.628 -2.641 0.42
O -2.420 1.387 -3.475 -0.56
C -3.964 2.987 -2.625 0.81
F -5.160 2.873 -3.218 -0.29
F -4.080 3.410 -1.370 -0.25
F -3.226 3.835 -3.329 -0.19
H -3.199 -2.331 -2.804 -0.02
H -3.598 -0.921 -3.806 0.26
H -4.799 -1.573 -2.727 0.30
H -2.068 -0.462 -1.737 -0.01
H -3.511 -1.005 -0.771 0.41
C -7.878 -4.825 -3.248 -1.31
C -6.380 -4.755 -3.486 0.80
O -6.188 -4.822 -4.917 -0.32
C -4.991 -5.220 -5.324 0.28
O -4.024 -5.361 -4.628 -0.52
C -4.808 -5.158 -6.851 0.94
F -3.512 -5.234 -7.174 -0.22
F -5.392 -6.286 -7.339 -0.27
F -5.296 -4.079 -7.446 -0.25
H -8.520 -4.819 -4.122 0.32
H -8.170 -3.899 -2.732 0.34
H -8.083 -5.478 -2.398 0.36
H -5.799 -5.459 -2.899 0.05
H -6.049 -3.765 -3.167 -0.22
C 7.290 1.688 6.801 -1.22
C 6.394 0.865 5.850 -0.34
O 5.525 1.800 5.186 -0.21
C 4.271 1.954 5.605 0.12
O 3.758 1.392 6.524 -0.51
C 3.436 2.838 4.679 1.20
F 3.036 3.912 5.378 -0.28
F 4.115 3.314 3.629 -0.30
F 2.339 2.219 4.187 -0.21
H 8.049 2.223 6.237 0.32
H 7.809 0.946 7.411 0.37
H 6.619 2.310 7.388 0.33
H 5.795 0.127 6.380 0.44
H 7.069 0.373 5.154 0.36
C 1.744 6.821 8.165 -1.06
C 1.977 7.886 7.092 -0.32
O 2.025 7.335 5.763 -0.29
C 0.906 7.234 5.041 0.21
O -0.136 7.748 5.300 -0.53
C 1.079 6.435 3.715 1.05
F 0.098 5.537 3.661 -0.23
F 0.939 7.248 2.681 -0.26
F 2.267 5.821 3.741 -0.25
H 1.518 7.368 9.086 0.39
H 2.603 6.166 8.244 0.27
H 0.747 6.397 8.029 0.33
H 2.937 8.378 7.234 0.31
H 1.228 8.677 7.115 0.37
C -1.378 5.404 -0.073 -0.83
C -2.125 6.732 -0.248 -0.44
O -2.758 7.136 0.975 -0.25
C -2.607 8.424 1.322 0.37
O -2.109 9.256 0.635 -0.52
C -3.369 8.763 2.623 0.87
F -2.476 8.871 3.612 -0.24
F -4.021 9.903 2.584 -0.24
F -4.226 7.782 2.873 -0.24
H -1.910 4.704 0.567 0.43
H -0.466 5.744 0.422 0.25
H -1.130 5.030 -1.061 0.24
H -2.960 6.590 -0.935 0.19
H -1.389 7.471 -0.555 0.41
C -1.060 -3.646 -4.271 -0.61
O -0.269 -3.921 -3.131 -0.17
C -0.451 -3.073 -2.022 0.17
C 0.337 -1.776 -2.105 -0.58
O 0.025 -0.976 -0.990 0.25
C 0.640 0.299 -0.967 -0.25
C 0.016 1.056 0.196 -0.04
O 0.695 2.303 0.237 -0.46
C 0.624 2.846 1.548 -0.41
H -0.495 -3.862 -5.176 0.32
H -1.424 -2.615 -4.208 0.24
H -1.987 -4.225 -4.345 0.01
H -0.036 -3.586 -1.154 0.36
H -1.494 -2.792 -1.857 -0.40
H 0.053 -1.263 -3.032 0.12
H 1.418 -1.952 -2.061 0.44
H 0.507 0.956 -1.834 -0.40
H 1.723 0.155 -0.905 0.43
H 0.122 0.435 1.091 0.07
H -1.036 1.325 0.056 0.26
H -0.212 2.511 2.161 0.41
H 0.685 3.933 1.469 -0.01
H 1.536 2.681 2.128 0.20
C -2.446 -1.111 3.816 -0.82
O -1.098 -1.271 3.423 -0.23
C -0.796 -2.352 2.561 0.02
C 0.429 -3.144 3.002 -0.66
O 1.483 -3.257 2.076 -0.38
C 2.049 -2.019 1.621 1.22
C 3.111 -1.353 2.497 -0.80
O 4.123 -2.124 3.055 -0.37
C 4.417 -1.798 4.392 -1.11
H -2.674 -1.916 4.528 0.32
H -3.092 -1.325 2.958 0.28
H -2.586 -0.145 4.290 0.23
H -0.615 -1.867 1.591 -0.03
H -1.552 -3.066 2.217 0.46
H 0.075 -4.171 3.120 0.39
H 0.787 -2.885 4.004 0.25
H 1.260 -1.266 1.586 -0.94
H 2.387 -2.157 0.595 -0.05
H 2.523 -0.808 3.254 0.36
H 3.413 -0.422 1.988 0.53
H 3.649 -1.796 5.171 0.34
H 4.948 -0.852 4.535 0.49
H 5.096 -2.625 4.613 0.38